The following is a quantum chemistry calculation of a 5-piece molecular cluster, C21H48NO16P4S overall in a non-equilibrium geometry, from the OMol25 dataset.

The max |F| comes out at 0.197 Eh/bohr. The charge is -1. The calculation puts the HOMO energy at -2.49 eV. The spin multiplicity is 1.

Last column: Mulliken charge in e.
Atoms and positions in Å:
S  4.376  -1.227  5.637  -0.14
P  -6.096  1.682  -0.428  1.05
P  -2.029  -6.408  -4.018  0.98
P  3.465  6.667  -2.789  0.98
P  -0.185  0.397  -0.735  1.01
O  -6.023  3.268  -0.869  -0.36
O  1.072  -0.394  -1.137  -0.67
O  2.327  7.583  -3.270  -0.63
O  2.966  5.868  -1.438  -0.27
O  4.077  7.956  -1.812  -0.31
O  -4.396  1.681  -0.110  -0.34
O  -5.855  0.812  -1.673  -0.65
O  -0.703  -5.839  -4.552  -0.61
O  -2.900  -5.563  -5.252  -0.31
O  -2.635  -5.370  -2.893  -0.37
O  2.852  5.377  -3.766  -0.28
O  -1.172  -0.812  -1.480  -0.02
O  -0.673  -0.107  0.755  -0.38
O  -7.797  1.684  -0.747  -0.34
O  -1.158  -7.253  -2.785  -0.32
O  0.803  1.607  0.010  -0.35
N  0.268  -2.636  4.191  -0.35
C  -0.201  -3.040  6.948  -0.31
C  2.514  5.679  -5.107  -0.61
C  -0.263  -3.363  5.378  -0.35
C  6.231  -1.440  5.847  -0.46
C  -8.405  0.440  -1.045  -0.58
C  -2.407  -5.654  -6.576  -0.58
C  -0.501  -1.470  1.104  -0.16
C  1.912  2.088  -0.728  -0.56
C  4.476  9.119  -2.516  -0.66
C  -0.217  -8.206  -3.246  -0.65
C  2.157  0.433  6.479  -0.71
C  -5.116  3.651  -1.889  -0.56
C  -0.974  -0.991  -2.871  -0.93
C  -3.820  0.409  0.127  -0.61
C  1.244  -0.924  6.216  0.24
C  0.597  -1.726  7.475  -0.41
C  0.994  -1.450  4.723  -0.15
C  2.104  6.533  -0.531  -0.62
C  3.632  -0.167  6.991  -0.44
C  6.601  -2.899  6.575  -0.76
C  -1.732  -4.663  -2.059  -0.39
H  3.250  6.355  -5.550  0.29
H  -0.042  -8.935  -2.451  0.25
H  1.491  -0.779  3.867  0.23
H  5.193  9.670  -1.901  0.24
H  -0.131  -1.668  -3.044  0.29
H  -0.731  -4.583  -2.491  0.33
H  1.650  2.216  -1.782  0.31
H  -8.253  0.196  -2.101  0.21
H  2.210  3.054  -0.314  0.17
H  6.702  -0.582  6.495  0.24
H  -0.786  -0.029  -3.362  0.40
H  -0.840  -4.371  5.094  0.20
H  -0.216  -1.527  2.159  -0.10
H  -3.215  -5.395  -7.264  0.25
H  2.285  1.068  5.498  0.15
H  -2.119  -3.652  -1.903  0.07
H  4.341  0.693  7.368  0.35
H  7.784  -2.997  6.507  0.26
H  1.515  6.124  -5.147  0.24
H  -4.505  -0.225  0.702  0.35
H  -4.834  2.820  -2.541  0.31
H  6.686  -1.452  4.748  0.23
H  -1.671  -5.167  -1.091  0.28
H  0.709  -1.419  8.598  0.32
H  3.423  -0.872  7.930  0.14
H  1.378  5.812  -0.145  0.22
H  0.730  -7.712  -3.483  0.25
H  -3.575  -0.074  -0.824  0.34
H  -0.597  -8.728  -4.132  0.30
H  4.951  8.853  -3.467  0.30
H  -2.063  -6.669  -6.793  0.30
H  -9.479  0.529  -0.869  0.24
H  -5.587  4.423  -2.504  0.24
H  3.608  9.761  -2.700  0.25
H  -4.217  4.071  -1.429  0.22
H  0.275  -1.965  0.514  0.33
H  -1.876  -1.439  -3.296  0.26
H  6.211  -2.849  7.683  0.22
H  2.493  4.748  -5.677  0.24
H  -1.594  -4.936  -6.721  0.22
H  2.755  1.399  -0.625  0.26
H  -2.898  0.545  0.699  0.15
H  -1.450  -1.996  0.971  0.19
H  1.554  7.357  -0.994  0.34
H  6.113  -3.817  6.017  0.23
H  2.693  6.917  0.306  0.28
H  -8.002  -0.352  -0.409  0.30
H  -0.727  -3.754  7.725  0.22